{
  "formula": "C4H6N2O",
  "method": "ωB97M-V/def2-TZVPD",
  "homo_lumo_gap_ev": 9.7,
  "total_energy_ha": -340.6075,
  "homo_ev": -8.690,
  "smiles": "NOn1cccc1",
  "species": ["N", "O", "N", "C", "C", "C", "C", "H", "H", "H", "H", "H", "H"],
  "xyz": [[-2.62010, 0.08474, -0.45589], [-1.71738, -0.25747, 0.59629], [-0.34960, -0.09107, 0.37905], [0.46772, -1.16940, 0.41313], [1.70048, -0.76449, 0.04758], [1.67770, 0.67121, 0.00979], [0.39461, 1.04556, 0.25332], [-2.31656, -0.41981, -1.37806], [-2.47979, 1.12182, -0.48177], [0.11520, -2.05752, 0.79251], [2.64761, -1.42058, -0.07380], [2.53271, 1.18662, -0.10505], [-0.05261, 2.07039, 0.00289]]
}

---

{
  "formula": "C2H8NS2",
  "method": "ωB97M-V/def2-TZVPD",
  "homo_lumo_gap_ev": 7.6,
  "total_energy_ha": -931.8343,
  "charge": 1,
  "homo_ev": -12.516,
  "species": ["C", "C", "N", "S", "S", "H", "H", "H", "H", "H", "H", "H", "H"],
  "xyz": [[1.06733, -0.21894, -1.63277], [-0.18200, 0.22092, -1.04386], [-0.20580, 1.40991, -0.63328], [-0.37562, -0.43115, 2.04209], [-1.18348, -2.14295, 2.92258], [1.46524, 0.73625, -2.08242], [0.77413, -0.83955, -2.45115], [1.81277, -0.65928, -1.00190], [-1.07617, -0.28436, -0.95405], [-2.44999, -1.70467, 3.08231], [-0.96420, 1.95006, -0.36862], [0.60907, 2.01557, -0.61964], [0.70872, -0.05181, 2.74070]]
}